DFT (ωB97M-V with the def2-TZVPD basis set) results for C9H13BeO5P as an isolated structure at a distorted geometry.

Positions of all 29 atoms, in Å:
Be  0.13  0.08  0.74
C  -0.42  1.23  1.90
O  -0.82  2.01  2.66
C  -2.38  -0.49  -0.14
O  -3.30  -0.23  0.50
C  0.03  -1.61  1.13
O  0.07  -2.71  1.50
C  -0.67  1.39  -1.57
O  -0.41  2.42  -2.01
C  0.41  -2.96  -4.08
H  0.84  -2.20  -4.75
H  1.12  -3.66  -3.64
C  -0.91  -3.11  -3.96
H  -1.34  -3.95  -3.40
H  -1.62  -2.49  -4.52
C  2.69  1.87  2.02
P  2.79  0.78  0.61
C  3.63  -0.66  1.26
C  3.51  1.80  -0.67
O  1.40  0.38  0.01
H  3.75  2.10  2.21
H  2.25  1.38  2.89
H  2.13  2.79  1.78
H  4.67  -0.46  1.56
H  3.11  -1.04  2.16
H  3.66  -1.51  0.57
H  3.62  1.30  -1.63
H  2.83  2.65  -0.86
H  4.49  2.21  -0.41

For the strongest force on any atom, the calculation gives 8.11 eV/Å. For the lowest unoccupied orbital energy, the calculation gives -0.366 Eh. The HOMO-LUMO gap comes out at 4.6 eV. The calculation puts the highest occupied orbital energy at -14.58 eV. As for the charge: +2. The calculation puts the relative energy (zero: lowest compared OMol25 entry of this formula, charge and spin) at 0.0 kcal per mole.

Results of the natural (NBO) charge analysis, in e, for atoms 1 through 8: number 1, Be, carries 1.50; number 2, C, carries 0.37; number 3, O, carries -0.23; number 4, C, carries 0.47; number 5, O, carries -0.41; number 6, C, carries 0.37; number 7, O, carries -0.25; number 8, C, carries 0.48